C44H48N8O3SSiTi as an isolated structure in a non-equilibrium geometry. Source: OMol25; level of theory: ωB97M-V/def2-TZVPD.

Cartesian coordinates (Å):
Ti -0.08670 0.09404 0.46718
N 4.33327 -3.31827 6.80133
C 3.40955 -2.57039 6.09000
C 3.73347 -1.28972 5.64359
C 2.83857 -0.56958 4.87554
C 1.59673 -1.11292 4.57529
C 1.24593 -2.37977 5.04025
C 2.15324 -3.10602 5.78182
S 0.43754 -0.08812 3.76793
O 1.10960 1.14730 3.50323
O -0.79221 -0.13553 4.50483
N 0.19149 -0.73861 2.24964
C -0.64564 -1.75930 1.95775
N -0.83521 -1.83468 0.59853
C -1.70522 -2.73518 0.13804
C -2.36843 -3.59357 0.96193
C -2.08264 -3.46810 2.32792
N -1.25403 -2.58682 2.83602
H 5.07981 -2.81472 7.24815
H 3.97841 -4.08953 7.33915
H 4.70389 -0.86825 5.88083
H 3.08707 0.41947 4.51355
H 0.25954 -2.77675 4.83315
H 1.89225 -4.09500 6.14162
H -1.84645 -2.76111 -0.93705
H -3.05593 -4.32980 0.57648
H -2.55492 -4.13595 3.04400
C 4.26482 4.25937 1.65361
C 2.89489 4.05379 1.60975
C 2.38996 2.82316 1.20388
C 3.23003 1.77038 0.83012
C 4.61018 2.01347 0.86344
C 5.12438 3.23464 1.27520
Si 2.52879 0.13160 0.20255
C 3.51536 -0.05282 -1.43652
C 3.91650 1.07733 -2.16177
C 4.64665 0.97270 -3.33958
C 4.99274 -0.27685 -3.83352
C 4.61612 -1.41488 -3.13221
C 3.89698 -1.29999 -1.94696
C 3.22152 -1.32738 1.19941
C 2.57435 -2.56766 1.13389
C 3.07723 -3.69760 1.76596
C 4.25906 -3.61376 2.49135
C 4.92950 -2.40062 2.55883
C 4.41430 -1.27501 1.92406
H 4.66386 5.21348 1.97565
H 2.21698 4.84549 1.90462
H 1.31619 2.67977 1.20661
H 5.30127 1.24880 0.52600
H 6.19621 3.39242 1.28906
H 3.67002 2.06687 -1.79198
H 4.94164 1.86881 -3.87204
H 5.55849 -0.36348 -4.75309
H 4.89127 -2.39502 -3.50234
H 3.63142 -2.20536 -1.41202
H 1.65616 -2.66450 0.55756
H 2.54394 -4.63909 1.70286
H 4.65020 -4.48385 3.00421
H 5.85124 -2.32489 3.12384
H 4.94742 -0.33838 2.02012
C 0.41686 -1.33518 -2.62628
N 0.37405 -1.40098 -4.08011
C -1.02456 -1.35699 -4.50428
N -1.71146 -0.14766 -4.03984
C -1.63078 -0.10442 -2.58470
N -0.23357 -0.11409 -2.09158
C 0.44171 1.07002 -2.68725
N 0.41214 1.03555 -4.14672
C 1.05457 -0.20629 -4.60179
C -0.98705 1.01449 -4.57248
H 1.44799 -1.35513 -2.29660
H -0.10221 -2.20707 -2.21824
H -1.54504 -2.23316 -4.11010
H -1.06672 -1.38948 -5.59360
H -2.15204 -0.97548 -2.18031
H -2.11162 0.79745 -2.21186
H 1.47113 1.07694 -2.35103
H -0.06128 1.96221 -2.32118
H 2.09242 -0.21733 -4.27237
H 1.02898 -0.23719 -5.69192
H -1.03049 0.98472 -5.66206
H -1.47810 1.92505 -4.22611
C -5.03230 -0.03548 4.94926
C -4.14542 0.55846 3.88384
C -4.16016 0.09882 2.58018
C -3.30032 0.59555 1.59569
C -3.58955 0.18028 0.17408
C -2.32639 1.54448 1.95346
C -1.24766 2.01777 1.07311
O -1.03652 1.51488 -0.16402
C -2.35851 2.08149 3.25787
C -1.38394 3.15293 3.67480
C -3.25855 1.58608 4.18242
H -5.78273 -0.69703 4.51474
H -5.55262 0.73703 5.51884
H -4.44261 -0.62003 5.65943
H -4.89170 -0.65239 2.29400
H -4.28122 -0.66516 0.16625
H -2.71737 -0.09379 -0.40964
H -4.06444 0.99924 -0.37287
H -0.77003 2.96534 1.27208
H -0.35885 2.77954 3.64324
H -1.59896 3.48009 4.69183
H -1.43643 4.03166 3.02730
H -3.24644 1.99752 5.18805

Total energy (eV): -106299.58277
Largest force on an atom (eV Å⁻¹): 2.79
HOMO-LUMO gap (spin up / spin down) (eV): 5.88 / 5.88

Atomic partial charges in e from the Löwdin method, atoms 1 to 5:
1. Ti 0.9076
2. N 0.1050
3. C -0.3222
4. C -0.0320
5. C -0.0529